Entry 1:
ORCA calculation (the ωB97M-V functional and the def2-TZVPD basis) on a cluster of 2 separate species, H4N2O3Si in total at a distorted geometry.

Each line ends with the Löwdin charge.
Geometry (Å):
N -0.86958 -0.80393 -1.03432  -0.044
N 1.27137 -0.09768 0.40465  -0.444
O 1.73189 -1.24295 0.36599  0.020
O 1.94571 0.91287 0.45652  0.005
O -0.33979 1.86529 -0.42304  -0.148
Si -0.43097 0.36452 0.10961  0.420
H -1.85400 -0.91105 -0.95321  0.009
H -0.33752 -1.68932 -1.02980  0.060
H 0.51931 2.32640 -0.23718  0.089
H -1.63643 -0.72413 2.34077  0.034

Atoms 1-6, force components in eV/Å:
N 0.6 0.0 0.1
N 1.6 -1.6 -0.3
O -0.7 1.2 0.3
O 1.3 0.5 0.5
O 0.6 1.4 0.1
Si -1.4 -1.5 1.0

Calculated values
F_max: 0.04496 hartree/bohr
gap between HOMO and LUMO (alpha / beta): 9.00 / 7.76 eV
highest occupied orbital energy (alpha / beta): -10.482 / -8.882 eV
relative energy (zero: lowest compared OMol25 entry of this formula, charge and spin): 87.2 kcal/mol

Entry 2:
ORCA calculation (the ωB97M-V functional and the def2-TZVPD basis) on a cluster of 2 separate species, H4N3P in total at a distorted geometry.

Each line ends with the Löwdin charge.
Geometry (Å):
N 0.13186 0.28680 1.10529  -0.025
N -0.86776 0.96953 1.05140  0.014
N -0.92561 -0.06077 2.05195  -0.070
H -1.51582 -0.84870 1.71281  0.068
P 0.50028 -0.38098 -1.93316  0.633
H 0.37531 -0.86738 -0.67720  -0.251
H 0.46003 0.96678 -1.58133  -0.191
H 1.84172 -0.06528 -1.72977  -0.178

Atoms 1-6, force components in eV/Å:
N -0.8 1.0 -0.3
N 1.2 0.1 -0.9
N -1.2 -1.3 2.3
H 0.7 0.5 -0.4
P 0.4 0.4 -1.9
H -0.1 -0.5 1.1

Calculated values
structure (SMILES): N1=NN1.P
F_max: 0.05567 hartree/bohr
gap between HOMO and LUMO: 10.18 eV
highest occupied orbital energy: -10.129 eV
relative energy (zero: lowest compared OMol25 entry of this formula, charge and spin): 75.8 kcal/mol

- Which of these has the highest F_max?
  H4N3P

- Which value of F_max does entry 1 give?
  0.04496 hartree/bohr